1.
DFT (wB97M-V/def2-TZVPD) results for C21H31NO3 as an isolated structure at a distorted geometry.

CARTESIAN COORDINATES (ANGSTROEM)
C (2.130, 3.286, 2.859)
C (0.529, 3.426, 2.511)
H (0.261, 4.291, 1.970)
H (0.041, 3.334, 3.392)
O (0.241, 2.534, 1.556)
C (0.509, 2.515, 0.391)
O (1.039, 3.496, 0.003)
C (-0.116, 1.278, -0.575)
C (0.522, 1.249, -1.964)
C (1.960, 1.014, -1.794)
N (2.244, -0.508, -1.195)
C (1.831, -0.327, 0.084)
C (0.260, 0.161, 0.202)
H (-0.136, -0.129, 1.296)
H (-0.207, -0.831, -0.395)
H (2.110, -1.223, 0.822)
H (2.271, 0.703, 0.892)
C (3.685, -0.696, -1.145)
C (3.718, -2.167, -0.778)
C (3.254, -3.287, -1.029)
C (2.200, -3.170, -2.276)
H (2.680, -3.782, -3.007)
H (1.307, -3.934, -1.857)
H (1.894, -2.299, -2.241)
C (3.466, -4.632, -0.825)
H (4.267, -4.505, 0.164)
H (2.691, -4.785, 0.009)
H (3.728, -5.375, -1.416)
H (4.709, -2.211, 0.160)
H (3.896, -0.652, -2.202)
H (4.236, -0.095, -0.758)
H (2.395, 0.955, -2.944)
H (2.472, 1.753, -1.284)
H (0.376, 2.340, -2.323)
H (0.054, 0.528, -2.432)
C (-1.722, 1.311, -0.486)
C (-2.495, 0.595, -1.509)
O (-3.801, 0.587, -0.899)
C (-4.403, 0.112, -0.028)
C (-3.675, -0.784, 0.961)
C (-4.524, -1.076, 2.197)
C (-5.686, -1.016, 2.324)
C (-6.369, -0.061, 1.214)
C (-5.693, 0.540, 0.172)
H (-6.183, 0.974, -0.743)
H (-7.669, 0.231, 1.326)
H (-6.431, -1.135, 3.079)
H (-4.062, -1.564, 2.850)
H (-2.779, -0.887, 0.739)
H (-2.027, -0.601, -1.186)
H (-2.347, 0.757, -2.461)
H (-2.053, 1.415, 0.498)
H (-2.042, 2.529, -0.897)
H (2.419, 4.150, 3.591)
H (2.330, 2.387, 3.361)
H (2.695, 3.278, 2.025)

Output
Spin multiplicity ... 1
E_tot ... -1098.46651 Eh
Highest occupied orbital energy ... -7.543 eV
Net charge ... 0
LUMO energy ... 0.7 eV
Kohn-Sham gap ... 8.199 eV
Energy above the lowest of the compared OMol25 structures with the same formula, charge and spin ... 2195.0 kJ/mol
Strongest force on any atom ... 19.13 eV/Å

These are the natural (NBO) partial charges, in e, on atoms 1 to 2:
1 C -0.6135
2 C -0.0503

=====

2.
DFT (wB97M-V/def2-TZVPD) results for C20H33AlFN2 as an isolated structure.

CARTESIAN COORDINATES (ANGSTROEM)
N (-0.596, 0.122, -2.478)
C (0.716, -0.097, -3.099)
C (1.119, -1.580, -3.161)
C (1.706, -2.086, -1.845)
C (3.115, -1.552, -1.510)
Al (3.059, -0.631, 0.285)
C (4.786, 0.232, 0.911)
N (4.504, 1.557, 1.520)
C (2.377, -1.974, 1.637)
C (1.953, -1.451, 3.010)
C (0.906, -0.366, 2.962)
F (-0.306, -0.858, 2.421)
H (-0.483, 0.326, -1.493)
H (-1.175, -0.706, -2.557)
H (0.741, 0.357, -4.095)
H (1.449, 0.435, -2.484)
H (1.819, -1.743, -3.990)
H (0.210, -2.155, -3.397)
H (0.975, -1.806, -1.067)
H (1.705, -3.182, -1.842)
H (3.828, -2.386, -1.515)
H (3.455, -0.858, -2.290)
H (2.004, 0.628, 0.087)
H (5.529, 0.305, 0.099)
H (5.249, -0.396, 1.686)
H (5.315, 2.165, 1.509)
H (3.772, 2.034, 1.005)
H (3.191, -2.700, 1.785)
H (1.549, -2.542, 1.191)
H (1.579, -2.245, 3.676)
H (2.815, -1.000, 3.521)
H (0.655, 0.014, 3.957)
H (1.223, 0.456, 2.317)
C (-0.139, 3.071, 0.134)
C (-0.845, 2.216, 0.970)
C (-2.062, 2.619, 1.504)
C (-2.575, 3.875, 1.207)
C (-1.870, 4.729, 0.371)
C (-0.655, 4.326, -0.165)
H (0.808, 2.746, -0.276)
H (-0.441, 1.237, 1.202)
H (-2.610, 1.949, 2.156)
H (-3.525, 4.186, 1.625)
H (-2.269, 5.708, 0.134)
H (-0.105, 4.990, -0.820)
C (-5.738, -1.621, -0.612)
C (-5.191, -0.378, -0.325)
C (-3.825, -0.253, -0.114)
C (-3.006, -1.373, -0.190)
C (-3.554, -2.617, -0.472)
C (-4.920, -2.740, -0.686)
H (-6.804, -1.720, -0.779)
H (-5.830, 0.494, -0.268)
H (-3.384, 0.710, 0.107)
H (-1.940, -1.272, -0.022)
H (-2.914, -3.488, -0.529)
H (-5.349, -3.709, -0.909)

Output
Spin multiplicity ... 1
E_tot ... -1233.71767 Eh
Highest occupied orbital energy ... -4.856 eV
Net charge ... -1
LUMO energy ... 2.9 eV
Kohn-Sham gap ... 7.720 eV
Strongest force on any atom ... 0.39 eV/Å

These are the natural (NBO) partial charges, in e, on atoms 1 to 2:
1 N -0.8484
2 C -0.2253

=====

3.
DFT (wB97M-V/def2-TZVPD) results for a 15-piece molecular cluster, C4H36NO15S overall at a distorted geometry.

CARTESIAN COORDINATES (ANGSTROEM)
C (-0.445, 2.587, -0.408)
C (-0.272, 1.448, 0.455)
S (-0.696, 2.033, 2.086)
C (-0.012, 2.256, -1.765)
N (-0.862, 1.719, -2.695)
C (-2.308, 1.574, -2.454)
O (1.265, 2.160, -1.937)
H (-1.399, 3.172, -0.263)
H (0.138, 3.393, -0.077)
H (-0.963, 0.603, 0.222)
H (0.692, 0.956, 0.485)
H (-0.383, 1.198, -3.528)
H (-2.859, 2.591, -2.388)
H (-2.291, 1.169, -1.434)
H (-2.646, 0.652, -3.080)
H (1.679, -2.110, 0.279)
H (0.313, -1.272, 0.691)
O (0.910, -1.573, -0.050)
H (-1.645, -1.206, 1.952)
H (-1.042, -1.351, 3.443)
O (-1.124, -1.873, 2.585)
H (2.702, -2.960, -2.066)
H (1.402, -3.091, -1.623)
O (2.204, -3.511, -1.426)
H (0.880, -1.401, -1.944)
H (1.991, -0.250, -2.457)
O (1.506, -1.075, -2.636)
H (-2.729, 1.291, 2.616)
H (-3.860, 2.087, 1.892)
O (-3.761, 1.267, 2.394)
H (4.310, -1.752, 1.642)
H (3.076, -0.972, 2.060)
O (3.512, -1.450, 1.325)
H (-2.439, -2.645, -1.986)
H (-2.808, -1.693, -0.963)
O (-2.681, -1.690, -1.966)
H (-1.010, -0.885, -3.962)
H (0.374, -1.119, -3.950)
O (-0.250, -0.547, -4.433)
H (1.255, -1.849, 3.964)
H (2.562, -0.972, 4.074)
O (2.195, -1.934, 4.286)
H (2.623, 1.234, 3.965)
H (1.557, 1.101, 3.069)
O (1.872, 0.705, 3.857)
H (2.413, 1.871, 0.500)
H (3.028, 0.423, 0.570)
O (3.186, 1.336, 1.005)
H (-3.692, -0.073, 1.205)
H (-4.195, -1.148, 0.330)
O (-3.544, -1.038, 0.948)
H (-2.113, -2.511, 0.818)
H (-1.151, -3.551, 0.286)
O (-1.913, -3.172, 0.148)
H (3.003, 4.198, -0.615)
H (2.238, 3.487, -1.833)
O (2.207, 4.160, -1.214)

Output
Spin multiplicity ... 1
E_tot ... -1755.53201 Eh
Highest occupied orbital energy ... -4.433 eV
Net charge ... -1
LUMO energy ... 2.5 eV
Kohn-Sham gap ... 6.925 eV
Energy above the lowest of the compared OMol25 structures with the same formula, charge and spin ... 602.6 kJ/mol
Strongest force on any atom ... 7.30 eV/Å

These are the natural (NBO) partial charges, in e, on atoms 1 to 2:
1 C -0.5713
2 C -0.5195

=====

4.
DFT (wB97M-V/def2-TZVPD) results for one molecule with the formula C20H35N3O4.

CARTESIAN COORDINATES (ANGSTROEM)
C (-4.404, -1.842, 0.359)
C (-5.228, -0.770, -0.342)
O (-4.419, 0.344, -0.709)
C (-4.233, 1.282, 0.252)
O (-4.761, 1.245, 1.339)
N (-3.435, 2.293, -0.174)
C (-2.623, 2.200, -1.367)
C (-1.222, 1.714, -1.002)
C (-0.589, 2.650, 0.038)
N (0.691, 2.127, 0.475)
C (1.790, 2.186, -0.300)
O (1.873, 2.828, -1.327)
C (2.925, 1.291, 0.239)
N (2.595, -0.072, -0.158)
C (1.715, -0.832, 0.523)
O (1.178, -0.441, 1.548)
C (1.419, -2.190, -0.086)
C (1.435, -3.266, 1.003)
C (1.022, -4.620, 0.436)
C (-0.361, -4.538, -0.201)
C (-0.374, -3.479, -1.298)
C (0.029, -2.122, -0.733)
C (4.301, 1.702, -0.288)
C (4.630, 3.116, 0.185)
C (5.376, 0.724, 0.181)
C (-1.512, 2.804, 1.246)
C (-2.916, 3.225, 0.805)
H (-5.029, -2.705, 0.571)
H (-3.573, -2.150, -0.271)
H (-4.015, -1.451, 1.296)
H (-5.641, -1.143, -1.282)
H (-6.036, -0.426, 0.311)
H (-3.100, 1.521, -2.072)
H (-2.567, 3.197, -1.815)
H (-0.590, 1.681, -1.890)
H (-1.289, 0.708, -0.580)
H (-0.400, 3.623, -0.429)
H (0.669, 1.417, 1.202)
H (2.913, 1.316, 1.334)
H (2.914, -0.362, -1.069)
H (2.164, -2.430, -0.852)
H (0.746, -2.965, 1.794)
H (2.435, -3.330, 1.437)
H (1.022, -5.365, 1.235)
H (1.749, -4.938, -0.316)
H (-0.639, -5.509, -0.616)
H (-1.097, -4.277, 0.564)
H (-1.370, -3.410, -1.742)
H (0.324, -3.766, -2.089)
H (-0.691, -1.815, 0.030)
H (0.026, -1.369, -1.526)
H (4.255, 1.705, -1.382)
H (5.610, 3.413, -0.181)
H (4.639, 3.163, 1.272)
H (3.895, 3.821, -0.192)
H (5.434, 0.724, 1.267)
H (6.345, 1.018, -0.214)
H (5.166, -0.291, -0.149)
H (-1.104, 3.540, 1.939)
H (-1.579, 1.845, 1.765)
H (-3.598, 3.233, 1.656)
H (-2.890, 4.220, 0.351)

Output
Spin multiplicity ... 1
E_tot ... -1248.43164 Eh
Highest occupied orbital energy ... -9.130 eV
Structure (SMILES) ... CCOC(=O)N1CCC(NC(=O)[C@@H](NC(=O)C2CCCCC2)C(C)C)CC1
Net charge ... 0
LUMO energy ... 0.7 eV
Kohn-Sham gap ... 9.804 eV
Energy above the lowest of the compared OMol25 structures with the same formula, charge and spin ... 0.0 kJ/mol
Strongest force on any atom ... 0.62 eV/Å

These are the natural (NBO) partial charges, in e, on atoms 1 to 2:
1 C -0.6342
2 C -0.0684